Record 1
16
Properties=species:S:1:pos:R:3:mulliken_charge:R:1 method="wB97M-V/def2-TZVPD" e_above_lowest_kcal_mol=2.68 homo_ev=-10.2 smiles=OC1CCCC1 orbital_gap_ev=11.2 e_tot_ha=-271.7483 fmax_ev_per_a=0.4
O 1.121 1.070 1.308 -0.561
C 0.652 0.935 -0.029 0.149
C -0.878 0.855 -0.076 -0.759
C -1.167 -0.585 0.357 -0.599
C -0.078 -1.404 -0.358 -0.548
C 1.122 -0.439 -0.531 -0.787
H 0.814 1.923 1.641 0.320
H 1.046 1.756 -0.648 0.331
H -1.354 1.611 0.561 0.396
H -1.223 1.024 -1.105 0.290
H -2.178 -0.923 0.104 0.366
H -1.049 -0.665 1.443 0.256
H 0.183 -2.308 0.200 0.286
H -0.440 -1.732 -1.339 0.259
H 1.999 -0.740 0.050 0.328
H 1.430 -0.378 -1.580 0.271

Record 2
14
Properties=species:S:1:pos:R:3:mulliken_charge:R:1 method="wB97M-V/def2-TZVPD" total_charge=+1 e_above_lowest_kcal_mol=110.57 homo_ev="-13.3 / -13.3" orbital_gap_ev="6.2 / 6.2" e_tot_ha=-249.6489 fmax_ev_per_a=5.3
C -1.297 0.005 0.068 0.282
C -2.420 -0.469 0.423 -0.600
C 0.343 1.895 -0.287 -0.742
C 0.961 -0.590 -0.665 -0.816
C -0.034 0.552 -0.267 0.642
N 1.703 -0.953 0.574 -0.443
H -2.951 -1.082 -0.257 0.312
H -2.724 -0.706 1.473 0.311
H -0.382 2.511 0.010 0.368
H 1.284 2.209 -0.577 0.353
H 0.432 -1.370 -1.141 0.505
H 1.702 -0.095 -1.325 0.336
H 1.316 -1.796 0.970 0.241
H 2.068 -0.111 1.004 0.251

Record 3
26
Properties=species:S:1:pos:R:3:mulliken_charge:R:1 method="wB97M-V/def2-TZVPD" total_charge=+1 e_above_lowest_kcal_mol=8.53 homo_ev=-13.9 orbital_gap_ev=10.7 e_tot_ha=-630.5228 fmax_ev_per_a=5.1
C 1.011 1.702 -2.393 -0.613
C 0.034 1.561 -1.523 -0.227
C 1.021 1.328 1.441 0.505
C -2.588 -2.097 0.700 -1.121
C -0.214 2.415 -0.289 -0.552
C -1.191 -1.661 1.204 -0.339
C 0.948 -1.319 -0.199 0.520
N -0.327 -1.663 -0.021 -0.104
O 2.144 1.862 1.051 -0.422
O 1.537 -1.877 -1.190 -0.437
O 1.490 -0.436 0.490 -0.606
O -0.142 1.663 0.990 -0.246
H 1.221 0.803 -3.002 0.304
H 1.663 2.503 -2.200 0.297
H -0.775 0.916 -1.559 0.427
H -3.157 -2.304 1.629 0.361
H -3.132 -1.418 -0.007 0.312
H -2.399 -3.096 0.132 0.336
H -1.224 2.787 -0.247 0.281
H 0.540 3.284 -0.208 0.356
H -0.873 -2.475 1.930 0.243
H -1.125 -0.713 1.462 0.342
H 2.965 1.269 1.318 0.428
H -0.672 -2.429 -0.573 0.243
H 2.316 -1.468 -1.412 0.366
H 0.930 0.863 2.478 0.345